Entry 1:
{"formula": "C21H25N5O3", "method": "ωB97M-V with the def2-TZVPD basis set", "e_above_lowest_kcal_mol": 0.00, "smiles": "CC(=O)Cn1c(N2CCC(Cc3ccccc3)CC2)nc2c1c(=O)[nH]c(=O)n2C", "multiplicity": 1, "species": ["C", "C", "O", "C", "N", "C", "N", "C", "C", "C", "C", "C", "C", "C", "C", "C", "C", "C", "C", "N", "C", "C", "C", "O", "N", "C", "O", "N", "C", "H", "H", "H", "H", "H", "H", "H", "H", "H", "H", "H", "H", "H", "H", "H", "H", "H", "H", "H", "H", "H", "H", "H", "H", "H"], "positions_angstrom": [[1.625, -1.966, -3.215], [0.887, -1.171, -2.189], [0.218, -1.640, -1.304], [1.016, 0.349, -2.367], [-0.258, 0.981, -2.126], [-0.921, 1.440, -1.024], [-0.419, 1.808, 0.176], [-1.342, 1.786, 1.298], [-1.251, 0.437, 2.015], [0.180, 0.161, 2.485], [0.277, -1.231, 3.129], [1.649, -1.487, 3.684], [2.033, -0.920, 4.893], [3.305, -1.124, 5.397], [4.213, -1.899, 4.697], [3.841, -2.470, 3.492], [2.568, -2.264, 2.990], [1.135, 0.281, 1.294], [0.944, 1.642, 0.624], [-2.220, 1.638, -1.267], [-2.415, 1.274, -2.544], [-1.231, 0.851, -3.122], [-1.167, 0.374, -4.456], [-0.210, -0.064, -5.077], [-2.429, 0.448, -5.052], [-3.632, 0.882, -4.532], [-4.645, 0.884, -5.196], [-3.595, 1.304, -3.221], [-4.799, 1.765, -2.567], [1.573, -3.028, -2.997], [1.158, -1.760, -4.180], [2.661, -1.639, -3.275], [1.795, 0.709, -1.697], [1.301, 0.569, -3.399], [-2.346, 1.957, 0.914], [-1.068, 2.599, 1.977], [-1.935, 0.429, 2.865], [-1.558, -0.348, 1.321], [0.459, 0.913, 3.233], [0.033, -1.984, 2.378], [-0.461, -1.296, 3.932], [1.326, -0.319, 5.447], [3.588, -0.679, 6.341], [5.206, -2.061, 5.090], [4.543, -3.079, 2.942], [2.280, -2.713, 2.050], [2.169, 0.169, 1.626], [0.911, -0.513, 0.580], [1.642, 1.807, -0.195], [1.127, 2.434, 1.361], [-2.479, 0.129, -6.013], [-5.034, 1.114, -1.725], [-5.604, 1.742, -3.299], [-4.648, 2.779, -2.197]]}

***

Entry 2:
{"formula": "C39H37NO2P", "method": "ωB97M-V with the def2-TZVPD basis set", "e_above_lowest_kcal_mol": 0.00, "multiplicity": 1, "total_charge": 1, "species": ["C", "C", "O", "C", "C", "P", "C", "C", "C", "C", "C", "C", "C", "C", "C", "C", "C", "C", "C", "C", "C", "C", "C", "C", "O", "H", "H", "H", "H", "H", "H", "H", "H", "H", "H", "H", "H", "H", "H", "H", "H", "H", "H", "H", "H", "H", "C", "C", "N", "C", "C", "C", "C", "C", "C", "C", "C", "C", "C", "C", "C", "C", "C", "C", "H", "H", "H", "H", "H", "H", "H", "H", "H", "H", "H", "H", "H", "H", "H", "H"], "positions_angstrom": [[-3.988, -2.353, 3.029], [-2.556, -2.724, 2.755], [-2.115, -1.918, 1.639], [-0.823, -2.187, 1.317], [-0.292, -1.394, 0.222], [1.236, -1.977, -0.370], [1.382, -3.581, -1.181], [2.273, -3.743, -2.259], [2.494, -5.009, -2.800], [1.817, -6.118, -2.284], [0.916, -5.958, -1.226], [0.704, -4.699, -0.666], [1.717, -0.780, -1.623], [2.841, 0.038, -1.451], [3.077, 1.065, -2.365], [2.231, 1.241, -3.461], [1.138, 0.393, -3.657], [0.875, -0.621, -2.735], [2.436, -2.007, 0.976], [3.396, -3.023, 1.114], [4.286, -2.996, 2.190], [4.240, -1.946, 3.113], [3.271, -0.942, 2.984], [2.338, -1.004, 1.947], [-0.199, -3.052, 1.951], [-4.326, -2.893, 3.913], [-4.105, -1.281, 3.221], [-4.641, -2.643, 2.199], [-1.926, -2.506, 3.627], [-2.467, -3.779, 2.469], [-0.977, -0.883, -0.442], [2.802, -2.876, -2.662], [3.206, -5.122, -3.618], [2.004, -7.108, -2.698], [0.385, -6.817, -0.817], [0.038, -4.572, 0.189], [3.521, -0.135, -0.612], [3.943, 1.716, -2.221], [2.425, 2.049, -4.168], [0.489, 0.512, -4.526], [0.026, -1.294, -2.878], [3.436, -3.839, 0.390], [5.018, -3.799, 2.303], [4.954, -1.909, 3.939], [3.233, -0.112, 3.693], [1.526, -0.277, 1.889], [2.305, 2.296, 1.398], [1.456, 2.728, 0.285], [1.906, 3.608, -0.641], [0.902, 3.921, -1.556], [-0.256, 3.226, -1.163], [-1.437, 3.426, -1.865], [-1.444, 4.313, -2.947], [-0.276, 4.993, -3.334], [0.924, 4.797, -2.637], [0.094, 2.414, 0.006], [-0.786, 1.558, 0.690], [-2.134, 1.953, 0.993], [-2.540, 3.322, 1.031], [-3.875, 3.675, 1.186], [-4.868, 2.699, 1.339], [-6.311, 3.091, 1.416], [-4.474, 1.357, 1.416], [-3.142, 0.998, 1.291], [1.655, 2.012, 2.231], [2.915, 1.427, 1.124], [2.990, 3.095, 1.712], [2.844, 4.001, -0.648], [-2.327, 2.896, -1.539], [-2.375, 4.488, -3.486], [-0.316, 5.696, -4.168], [1.852, 5.310, -2.887], [-0.424, 0.596, 1.050], [-1.786, 4.106, 0.940], [-4.160, 4.731, 1.172], [-6.929, 2.219, 1.643], [-6.478, 3.846, 2.193], [-6.666, 3.517, 0.468], [-5.244, 0.596, 1.567], [-2.857, -0.047, 1.373]]}

***

Entry 3:
{"formula": "C5H15N2", "method": "ωB97M-V with the def2-TZVPD basis set", "e_above_lowest_kcal_mol": 30.27, "multiplicity": 1, "total_charge": 1, "species": ["C", "C", "C", "N", "H", "H", "H", "H", "H", "H", "H", "H", "C", "C", "N", "H", "H", "H", "H", "H", "H", "H"], "positions_angstrom": [[-1.420, -1.932, 2.281], [-0.614, -1.017, 1.436], [0.473, -0.345, 1.751], [-1.161, -0.836, 0.059], [-1.069, -1.894, 3.306], [-2.475, -1.656, 2.266], [-1.350, -2.968, 1.934], [1.010, 0.301, 1.068], [0.849, -0.457, 2.757], [-1.899, -0.129, 0.045], [-1.548, -1.709, -0.308], [-0.408, -0.518, -0.566], [-0.101, 1.600, -1.884], [1.181, 0.799, -1.733], [2.058, 1.413, -0.737], [0.036, 2.433, -2.573], [-0.939, 1.011, -2.254], [-0.404, 2.034, -0.925], [0.988, -0.231, -1.390], [1.633, 0.653, -2.723], [3.000, 1.049, -0.849], [2.162, 2.402, -0.961]]}

***

Entry 4:
{"formula": "C22H20Cl5NO2Pd", "method": "ωB97M-V with the def2-TZVPD basis set", "e_above_lowest_kcal_mol": 35.05, "multiplicity": 1, "total_charge": -2, "species": ["Pd", "Cl", "C", "C", "C", "Cl", "C", "O", "C", "Cl", "C", "H", "H", "C", "C", "O", "H", "H", "H", "H", "H", "H", "Cl", "C", "Cl", "H", "H", "N", "C", "C", "C", "C", "C", "C", "C", "C", "C", "C", "C", "C", "C", "H", "H", "H", "H", "H", "H", "H", "H", "H", "H"], "positions_angstrom": [[-1.149, 0.178, -0.300], [-4.581, -4.879, -4.865], [-3.979, -3.401, -4.112], [-3.290, -3.467, -2.910], [-2.803, -2.307, -2.349], [-1.971, -2.374, -0.817], [-2.932, -0.995, -2.930], [-2.454, 0.053, -2.439], [-3.694, -1.031, -4.149], [-3.996, 0.498, -4.944], [-4.196, -2.179, -4.725], [-3.135, -4.414, -2.409], [-4.762, -2.120, -5.646], [-0.173, 4.486, -2.501], [-0.425, 3.053, -2.073], [-1.294, 3.071, -0.959], [0.451, 4.522, -3.399], [0.326, 5.037, -1.700], [-1.123, 4.984, -2.712], [0.516, 2.561, -1.807], [-0.875, 2.486, -2.897], [-1.330, 2.123, -0.634], [-4.412, 1.371, 4.045], [-2.678, 0.978, 3.121], [-2.748, 0.641, 1.461], [-2.411, 0.135, 3.741], [-2.209, 1.920, 3.367], [0.927, 0.559, 0.084], [1.696, 0.030, 0.915], [3.209, 0.069, 0.736], [4.049, -0.907, 1.272], [5.423, -0.881, 1.040], [5.983, 0.135, 0.280], [5.149, 1.105, -0.276], [3.781, 1.065, -0.054], [1.213, -0.621, 2.207], [0.227, -1.606, 2.184], [-0.372, -2.049, 3.356], [0.000, -1.507, 4.583], [1.002, -0.544, 4.623], [1.610, -0.118, 3.446], [3.617, -1.703, 1.869], [6.055, -1.663, 1.449], [7.055, 0.173, 0.121], [5.574, 1.888, -0.895], [3.112, 1.798, -0.491], [-0.040, -2.042, 1.230], [-1.150, -2.804, 3.310], [-0.492, -1.823, 5.495], [1.304, -0.118, 5.575], [2.394, 0.632, 3.483]]}

***

Entry 5:
{"formula": "C4H7N5", "method": "ωB97M-V with the def2-TZVPD basis set", "e_above_lowest_kcal_mol": 125.42, "smiles": "[H]/N=C1/NC=CN/C(=N\\[H])N1", "multiplicity": 1, "species": ["H", "N", "C", "N", "C", "C", "N", "C", "N", "H", "N", "H", "H", "H", "H", "H"], "positions_angstrom": [[2.021, -2.187, 0.424], [2.524, -1.144, 0.249], [1.482, -0.458, -0.024], [1.499, 0.845, -0.429], [0.482, 1.793, 0.174], [-0.895, 1.658, 0.300], [-1.761, 0.597, -0.221], [-1.219, -0.637, -0.155], [-2.059, -1.665, 0.063], [-2.937, -1.186, 0.534], [0.154, -0.918, -0.065], [2.501, 1.282, -0.720], [0.644, 2.880, 0.368], [-1.369, 2.538, 0.995], [-2.698, 0.499, -0.790], [0.239, -1.970, 0.231]]}

***

Entry 6:
{"formula": "C4H5NO", "method": "ωB97M-V with the def2-TZVPD basis set", "e_above_lowest_kcal_mol": 104.11, "multiplicity": 1, "species": ["C", "C", "C", "C", "N", "O", "H", "H", "H", "H", "H"], "positions_angstrom": [[-0.223, 0.404, 0.126], [1.241, 0.608, 0.051], [-1.484, 0.795, 0.048], [0.627, -1.492, -0.033], [1.619, 1.801, 0.179], [1.728, -0.623, -0.217], [-2.376, 0.175, 0.050], [-1.711, 1.929, 0.081], [0.572, -1.722, 0.931], [0.293, -2.088, -0.886], [2.615, 1.868, 0.125]]}

***

The calculation returns the following Kohn-Sham gap values, one per record and in order: 8.30 5.71 10.00 4.40 9.03 9.79 eV.